No. 1
The following is a quantum chemistry calculation of the molecule C6H10Si, from OMol25.

Atoms and positions in Å:
1 C 1.309 -2.322 -0.539
2 C 0.766 -1.307 -1.146
3 C -0.072 -0.330 -0.647
4 C -1.330 -0.814 0.266
5 Si 0.020 0.172 1.159
6 C -0.174 2.037 1.221
7 C -0.472 2.860 0.251
8 H 1.342 -2.398 0.585
9 H 1.835 -3.065 -1.146
10 H 0.842 -1.137 -2.230
11 H -0.517 0.199 -1.484
12 H -2.299 -0.496 -0.170
13 H -1.309 -1.934 0.159
14 H 1.255 -0.339 1.937
15 H 0.252 2.506 2.154
16 H -0.448 3.924 0.294
17 H -1.000 2.444 -0.664

The value obtained for the HOMO energy is -0.3022 hartree. As for the net charge: 0. For the energy relative to the best compared isomer or geometry (same formula, charge and spin), the calculation gives 169.9 kJ/mol. The calculation puts the frontier orbital gap at 0.326 hartree.

***

No. 2
The following is a quantum chemistry calculation of the molecule C6H11BCl2O2, from OMol25.

Atoms and positions in Å:
1 O 2.058 2.252 0.976
2 B 1.167 2.130 -0.062
3 O 1.119 2.974 -1.092
4 C 0.136 0.921 0.006
5 C 0.279 -0.081 1.060
6 C -1.030 -1.084 0.925
7 C -0.839 -1.833 -0.349
8 C -0.929 -0.967 -1.549
9 Cl -2.507 -0.107 -1.665
10 C 0.157 0.060 -1.480
11 Cl 1.772 -0.610 -1.653
12 H 2.456 3.148 0.901
13 H 1.851 3.646 -1.201
14 H -0.877 1.232 0.058
15 H 0.120 0.462 1.948
16 H 1.229 -0.711 0.864
17 H -0.958 -1.736 1.794
18 H -1.848 -0.492 0.777
19 H 0.047 -2.513 -0.292
20 H -1.663 -2.526 -0.444
21 H -0.994 -1.554 -2.539
22 H 0.014 0.825 -2.367

The value obtained for the HOMO energy is -0.3611 hartree. As for the net charge: 0. For the energy relative to the best compared isomer or geometry (same formula, charge and spin), the calculation gives 0.0 kJ/mol. The calculation puts the frontier orbital gap at 0.368 hartree.

***

No. 3
The following is a quantum chemistry calculation of the molecule C6H11BO3, from OMol25.

Atoms and positions in Å:
1 B -2.148 0.048 -0.159
2 C 1.025 -1.322 -0.512
3 C -0.036 -0.895 -1.135
4 C 1.556 -0.560 0.728
5 C 0.869 0.700 0.979
6 C -0.767 0.412 -0.902
7 C 0.221 1.476 -0.220
8 O -2.672 0.926 0.743
9 O -2.745 -1.091 -0.533
10 O 1.253 1.792 -1.197
11 H 1.260 -2.365 -0.600
12 H -0.333 -1.497 -2.022
13 H 1.467 -1.188 1.693
14 H 2.708 -0.410 0.688
15 H -0.117 0.677 1.660
16 H 1.527 1.433 1.510
17 H -1.063 0.761 -1.918
18 H -0.280 2.307 0.312
19 H -3.313 0.667 1.378
20 H -3.711 -1.164 -0.266
21 H 1.708 1.057 -1.513

The value obtained for the HOMO energy (alpha / beta) is -0.1670 / -0.3543 hartree. The multiplicity is 3. As for the net charge: 0. The calculation puts the frontier orbital gap (alpha / beta) at 0.173 / 0.288 hartree.

***

No. 4
The following is a quantum chemistry calculation of a 2-piece molecular cluster, C6H11BrN2 overall, from OMol25.

Atoms and positions in Å:
1 C 0.368 1.920 1.491
2 C 1.254 0.717 1.026
3 N 0.646 -0.013 -0.105
4 C 1.325 -0.903 -1.026
5 C 0.283 -1.413 -1.870
6 N -0.892 -0.849 -1.443
7 C -0.684 -0.017 -0.396
8 C -2.254 -1.116 -1.898
9 H -0.555 1.840 2.066
10 H 0.159 2.583 0.652
11 H 1.020 2.543 2.102
12 H 1.534 -0.024 1.775
13 H 2.170 1.128 0.602
14 H 2.371 -1.135 -0.897
15 H 0.324 -2.091 -2.711
16 H -1.461 0.530 0.117
17 H -2.873 -0.279 -1.577
18 H -2.634 -1.967 -1.333
19 H -2.386 -1.363 -2.951
20 Br 2.284 -0.091 6.372

The value obtained for the HOMO energy is -0.1970 hartree. As for the net charge: 0. For the energy relative to the best compared isomer or geometry (same formula, charge and spin), the calculation gives 192.5 kJ/mol. The calculation puts the frontier orbital gap at 0.158 hartree.

***

net charge of number 2 (C6H11BCl2O2)? 0